Density functional theory data (wB97M-V/def2-TZVPD) for C31H53BrNP3Ru as an isolated structure at a distorted geometry.

**Energy relative to the best compared isomer or geometry (same formula, charge and spin)**: 0.0 kcal per mole
**Max |F|**: 0.1075 hartree/bohr
**Orbital gap (alpha / beta)**: 6.006 / 5.567 eV
**Highest occupied orbital energy (alpha / beta)**: -0.709 / -0.718 Eh

```
! wB97M-V def2-TZVPD RIJCOSX def2/J DEFGRID3
* xyz 4 5
C -0.326 5.768 -4.222
C -0.470 4.446 -4.701
C -0.824 4.264 -6.047
C -1.075 5.397 -6.835
N -0.960 6.627 -6.356
C -0.599 6.833 -5.095
C -0.354 3.307 -3.814
C -0.523 2.496 -2.911
C -0.845 1.933 -1.670
C 0.300 1.765 -0.890
C 0.051 1.731 0.512
C -1.253 1.089 0.849
C -2.395 1.265 0.092
C -2.159 1.735 -1.210
Ru 0.183 -0.255 0.797
P 2.296 -0.997 0.588
H -0.950 3.268 -6.459
H -0.057 5.973 -3.189
H -1.382 5.281 -7.876
H -0.525 7.860 -4.744
H -2.986 1.966 -1.890
H 1.312 1.889 -1.291
H -3.383 1.021 0.480
H 0.616 2.385 1.175
C 2.739 -2.513 1.587
C 3.288 -3.724 0.841
H 1.798 -2.794 2.085
H 3.432 -2.196 2.382
H 3.492 -4.524 1.564
H 2.565 -4.123 0.120
H 4.229 -3.512 0.318
C 2.355 -1.468 -1.192
C 3.085 -0.524 -2.140
H 1.307 -1.533 -1.517
H 2.774 -2.478 -1.248
H 2.924 -0.868 -3.168
H 2.689 0.495 -2.077
H 4.167 -0.498 -1.968
C 3.780 0.064 0.892
C 5.137 -0.641 0.762
H 3.677 0.492 1.901
H 3.708 0.909 0.192
H 5.937 0.108 0.812
H 5.311 -1.352 1.578
H 5.254 -1.178 -0.187
Br -0.632 -2.461 2.024
P -2.354 -2.987 -1.632
C -0.659 -3.603 -1.318
C -0.497 -5.062 -1.751
H -0.493 -3.477 -0.235
H 0.041 -2.952 -1.861
H 0.566 -5.314 -1.842
H -0.944 -5.744 -1.017
H -0.973 -5.235 -2.725
C -3.211 -2.730 -0.042
C -4.451 -3.618 0.075
H -3.464 -1.664 0.045
H -2.490 -2.955 0.764
H -4.801 -3.627 1.110
H -5.263 -3.233 -0.555
H -4.235 -4.650 -0.226
C -2.168 -1.315 -2.338
C -2.481 -1.340 -3.837
H -1.150 -0.953 -2.121
H -2.866 -0.660 -1.798
H -2.613 -0.321 -4.211
H -1.669 -1.812 -4.398
H -3.404 -1.902 -4.021
C -1.868 2.720 3.330
C -0.425 2.284 3.555
P -0.115 0.504 3.110
C 1.451 0.054 3.956
C 1.920 0.991 5.070
C -1.495 -0.229 4.101
C -1.462 0.124 5.580
H -2.281 2.247 2.432
H -1.904 3.807 3.177
H -2.524 2.477 4.178
H 0.250 2.885 2.935
H -0.114 2.459 4.594
H 1.324 -0.971 4.331
H 2.218 0.003 3.166
H 1.203 1.047 5.899
H 2.865 0.619 5.483
H 2.105 2.007 4.701
H -2.432 0.099 3.626
H -1.434 -1.318 3.953
H -1.479 1.206 5.742
H -2.346 -0.294 6.077
H -0.580 -0.294 6.078
*
```

Atom charges from the Löwdin analysis, given in e for atoms 1 to 8: C 0.06; C -0.16; C 0.06; C 0.01; N 0.32; C 0.01; C 0.13; C 0.07